Molecular formula: C4H5O4
Method: DFT, the ωB97M-V functional and the def2-TZVPD basis

```
13
Properties=species:S:1:pos:R:3:nbo_charge:R:1
O 1.77 -0.98 -0.95 -0.694
O -2.40 -0.16 1.17 -0.803
O -2.81 1.32 -0.49 -0.774
O 2.60 -0.40 1.03 -0.635
C -0.76 0.05 -0.52 -0.517
C 0.33 0.26 0.52 -0.525
C 1.68 -0.33 0.25 0.803
C -2.14 0.46 0.11 0.763
H 2.73 -1.10 -1.09 0.479
H 0.47 1.32 0.69 0.230
H -0.54 0.74 -1.34 0.196
H 0.01 -0.20 1.45 0.267
H -0.94 -0.98 -0.83 0.211
```

Computed properties:
E_LUMO (eV): 3.18
Max |F| (eV Å⁻¹): 1.13
Calculated total energy (eV): -12421.179
HOMO level (Ha): -0.152
Total charge: -1
Energy relative to the best compared isomer or geometry (same formula, charge and spin) (eV): 0.123
Spin multiplicity: 1
SMILES: O=C([O-])CCC(=O)O
Molar mass (u): 117.08